The following is a quantum chemistry calculation of a structure of composition C22H32BN8ReS3, from OMol25.

XYZ file:
```
67
Properties=species:S:1:pos:R:3:mulliken_charge:R:1
Re -0.01197 -0.01041 -0.12485 0.855
C 4.13408 -0.19198 -0.28483 -1.609
C 3.17229 -0.08112 0.87029 0.883
C 3.73399 -0.04373 2.11021 -1.545
C 2.69986 0.01019 3.03600 0.428
N 1.55090 0.00851 2.40479 1.076
N 1.73151 -0.02512 1.02190 -0.919
B 0.14158 0.01125 2.99250 0.207
N -0.55165 -1.24127 2.42933 1.201
C -1.03185 -2.22861 3.14227 0.318
C -1.61878 -3.17008 2.28415 -1.322
C -1.47698 -2.71811 1.01541 0.824
C -2.04858 -3.55000 -0.09453 -1.606
N -0.75180 -1.44230 1.06991 -0.857
N -0.56794 1.24268 2.41664 1.216
C -1.07223 2.21918 3.12805 0.288
C -1.67621 3.14738 2.26808 -1.290
C -1.51518 2.70235 0.99954 0.787
C -2.12213 3.52821 -0.10096 -1.564
N -0.75175 1.44673 1.05647 -0.927
N -0.01661 0.02043 4.46206 0.744
C 0.73287 0.03714 5.60798 -0.056
C -0.11938 0.04102 6.67164 -1.211
C -1.42569 0.03073 6.11778 0.554
C -2.73969 0.03285 6.83170 -1.244
N -1.36975 0.01808 4.80233 -1.057
H 5.12243 -0.26506 0.16290 0.415
H 3.99179 -1.08725 -0.88565 0.398
H 4.14827 0.68447 -0.92878 0.365
H 4.78858 -0.06748 2.32877 0.511
H 2.75953 0.03822 4.10876 0.328
H -0.94581 -2.23607 4.21808 0.565
H -2.10366 -4.08566 2.58043 0.501
H -2.52396 -4.39969 0.39089 0.409
H -2.81720 -3.03988 -0.66958 0.423
H -1.29536 -3.95608 -0.76666 0.366
H -0.99146 2.22738 4.20459 0.562
H -2.18764 4.04915 2.56189 0.499
H -2.64698 4.33972 0.39831 0.404
H -1.38547 3.98219 -0.75908 0.407
H -2.86383 2.99460 -0.69228 0.371
H 1.80653 0.04496 5.63387 0.523
H 0.14764 0.05273 7.71507 0.528
H -2.60552 0.03973 7.90890 0.410
H -3.32580 0.90458 6.54277 0.308
H -3.32302 -0.84415 6.55327 0.307
C 0.52248 -2.23623 -2.71854 -1.051
C 1.39175 -1.12100 -3.23755 -0.798
S 1.76705 0.05010 -1.88944 0.053
C 1.63080 1.65902 -2.71590 -1.010
C 0.21921 1.91659 -3.18288 -0.832
S -0.95019 1.60821 -1.81270 0.012
C -2.29404 0.67244 -2.59169 -1.004
C -1.82524 -0.64908 -3.14094 -0.867
S -0.94866 -1.60808 -1.85699 0.048
H 1.03594 -2.87137 -1.99329 0.496
H 0.16128 -2.88345 -3.52192 0.616
H 0.94185 -0.58643 -4.07149 0.490
H 2.35918 -1.50457 -3.56981 0.618
H 2.34257 1.63814 -3.54525 0.594
H 1.98386 2.40171 -1.99797 0.492
H -0.06491 1.31710 -4.04542 0.496
H 0.08206 2.96800 -3.44448 0.611
H -2.71752 1.30785 -3.37424 0.630
H -3.05935 0.55957 -1.82034 0.519
H -1.18350 -0.54743 -4.01395 0.499
H -2.68182 -1.26178 -3.43106 0.613
```

Output
Multiplicity: 1
LUMO energy (alpha / beta) in Ha: -0.556 / -0.556
HOMO level (alpha / beta) in Eh: -0.7024 / -0.7024
Total charge: +4
Energy relative to the best compared isomer or geometry (same formula, charge and spin) in eV: 0.000
DFT total energy in eV: -70524.879

The following is a quantum chemistry calculation of a cluster of 4 separate species, C22H32F11NO10PS2 in total at a distorted geometry, from OMol25.

XYZ file:
```
79
Properties=species:S:1:pos:R:3:mulliken_charge:R:1
C 2.41209 1.88731 0.46116 -0.665
C 1.30023 1.78072 1.18079 -0.389
C -0.08730 1.59567 1.92744 -0.292
P -1.13112 0.03819 1.59444 1.571
O -2.19353 -1.30264 1.19538 -0.817
C -0.28053 -1.06819 2.90944 -0.993
C 1.05763 -0.54331 3.59361 -0.203
C 1.60148 -1.75670 4.57124 -0.652
S 0.58970 -1.98560 6.11503 -0.251
N -1.94818 0.96090 0.28686 -0.950
C -2.94747 0.24043 -0.22510 0.504
O -4.20235 0.06064 -0.49613 -0.567
C -2.55205 0.59528 2.77480 -0.141
F -3.64188 -0.40645 2.89501 -0.421
C -2.18740 1.07733 4.22851 -0.047
C -3.50617 0.93435 5.20506 -1.126
S 0.17906 -0.76045 0.03792 1.049
O 0.22779 0.09521 -1.23656 -0.680
O 1.52068 -1.26598 0.50269 -0.437
F -0.55004 -2.20901 -0.59110 -0.415
H 3.15205 2.24908 -0.35602 0.274
H 0.07577 1.90266 3.01864 0.435
H -0.74627 2.47714 1.51324 0.559
H -2.04735 -2.07764 1.78262 0.360
H -1.00753 -1.38143 3.77239 0.265
H 0.00440 -2.10378 2.43667 0.533
H 0.86094 0.34220 4.33133 0.163
H 1.94233 -0.30930 2.89980 0.103
H 1.54609 -2.73098 3.93776 0.294
H 2.72739 -1.57631 4.81482 0.394
H -0.76312 -1.75746 5.88840 0.128
H -3.07281 1.49345 2.23374 0.396
H -1.97840 2.22795 4.20190 0.266
H -1.32567 0.60187 4.80319 -0.095
H -3.56517 -0.10404 5.71188 0.240
H -3.35484 1.70988 6.06155 0.366
H -4.47979 1.22088 4.66894 0.290
C 3.47293 -4.26608 -2.15254 -1.267
C 3.43157 -3.75024 -0.72713 0.205
O 3.56972 -4.83391 0.20780 -0.304
C 4.83286 -5.26130 0.44060 0.363
O 5.81636 -4.79111 -0.08404 -0.528
C 4.83516 -6.37518 1.48476 0.859
F 3.87471 -7.30259 1.25894 -0.246
F 4.61792 -5.89846 2.73358 -0.244
F 6.00675 -7.04777 1.53156 -0.252
H 2.72062 -5.04594 -2.30080 0.327
H 3.28816 -3.45603 -2.86146 0.360
H 4.44390 -4.71277 -2.38294 0.352
H 2.46056 -3.28807 -0.53323 0.037
H 4.19272 -2.98505 -0.55147 0.323
C -3.60146 -0.50202 -3.78521 -0.669
C -4.73997 -1.49021 -3.62942 -0.177
O -5.58321 -1.48188 -4.79483 -0.306
C -5.14824 -2.21096 -5.84978 0.376
O -4.11929 -2.84587 -5.85805 -0.510
C -6.15969 -2.15208 -6.99194 0.861
F -6.61334 -0.89699 -7.22183 -0.245
F -7.25280 -2.91167 -6.73968 -0.252
F -5.65244 -2.59147 -8.16494 -0.246
H -3.98602 0.49556 -4.01563 0.299
H -3.00937 -0.45177 -2.86958 -0.089
H -2.94227 -0.78722 -4.60926 0.346
H -5.36725 -1.19508 -2.78469 0.281
H -4.37376 -2.49951 -3.42131 0.305
C 2.65246 5.04293 -3.23843 -1.117
C 3.77453 5.73448 -2.48843 -0.165
O 3.31270 6.96244 -1.90441 -0.324
C 2.64880 6.84730 -0.72731 0.385
O 2.43621 5.79693 -0.17102 -0.499
C 2.26029 8.22489 -0.19623 0.851
F 1.73357 9.02303 -1.15531 -0.246
F 3.32594 8.89065 0.31033 -0.256
F 1.34249 8.16558 0.79240 -0.238
H 2.21121 5.71790 -3.97722 0.334
H 3.02173 4.15091 -3.74938 0.364
H 1.84923 4.74492 -2.55988 0.305
H 4.57329 5.99888 -3.18620 0.301
H 4.21402 5.08295 -1.72767 0.298
```

Output
Multiplicity: 1
LUMO energy in Ha: 0.081
HOMO level in Eh: -0.2432
Total charge: -1
DFT total energy in eV: -106145.251